Entry from the OMol25 dataset: a cluster of 2 separate species, C10H16O in total at a distorted geometry (ωB97M-V/def2-TZVPD).

Calculated values
Charge: +1
Relative energy (zero: lowest compared OMol25 entry of this formula, charge and spin) in kJ/mol: 34.0
HOMO-LUMO gap (spin up / spin down) in eV: 10.02 / 6.38
2S+1: 2
E_HOMO (spin up / spin down) in eV: -13.859 / -13.860

```
27
C10H16O, DFT ωB97M-V/def2-TZVPD
C -0.4978 1.8121 2.3035
C 1.4584 0.8398 1.0519
C 0.4453 0.6807 2.0495
C 2.2749 -0.1996 0.7456
C 2.0836 -1.4403 1.4080
C 0.1970 -0.5980 2.6156
C 0.9962 -1.6523 2.3072
O 2.9002 -2.4560 1.2817
H 1.6390 1.8050 0.5997
H 3.0745 -0.1373 0.0127
H -1.0817 1.6113 3.1824
H -1.1095 1.9595 1.4221
H -0.4920 -0.6375 3.4396
H 3.4629 -2.3942 0.4857
H 0.7895 -2.6050 2.7649
H 0.0952 2.7168 2.4663
C -1.1847 0.2498 -2.1705
C -2.6825 0.5169 -2.1538
C -0.5453 -0.5197 -3.3102
H -0.9179 -0.2859 -1.2579
H -0.6445 1.1886 -2.0329
H -2.9426 0.8693 -1.1542
H -2.9787 1.2920 -2.8537
H -0.3719 0.0917 -4.2047
H -3.2436 -0.3976 -2.3166
H -1.1307 -1.3647 -3.6800
H 0.4066 -0.9454 -3.0019
```

---

Entry from the OMol25 dataset: a cluster of 3 separate species, C5H16O3 in total at a distorted geometry (ωB97M-V/def2-TZVPD).

Calculated values
Charge: +1
Relative energy (zero: lowest compared OMol25 entry of this formula, charge and spin) in kJ/mol: 173.5
HOMO-LUMO gap (spin up / spin down) in eV: 9.91 / 3.08
2S+1: 2
E_HOMO (spin up / spin down) in eV: -13.427 / -13.426

```
24
C5H16O3, DFT ωB97M-V/def2-TZVPD
C -0.6562 -1.4247 1.1640
O -0.0842 -2.5467 0.5297
C -1.9468 -0.9964 0.4246
C -1.6811 -0.6752 -1.0509
C -1.9899 0.7959 -1.3788
C -0.9620 1.7325 -0.7291
H -0.6738 -1.8534 2.1657
H 0.0869 -0.5940 1.0992
H -0.2509 -2.5298 -0.4279
H -2.5446 -1.9131 0.4965
H -2.4904 -0.2420 0.9894
H -0.6218 -0.8172 -1.3176
H -2.3860 -1.2706 -1.6242
H -2.0041 1.0073 -2.4477
H -3.0373 0.9201 -1.0874
H -1.3925 2.6348 -0.2960
H -0.2121 2.0775 -1.4420
H -0.3649 1.2450 0.0468
H 2.9064 1.9138 0.2358
H 3.9871 3.1009 0.4798
O 3.1133 2.8593 0.1639
H 3.2678 -0.5127 1.3649
H 1.9321 -0.4590 0.5146
O 2.8509 -0.1688 0.5376
```

---

Entry from the OMol25 dataset: the molecule C19H16FN3O (ωB97M-V/def2-TZVPD).

Calculated values
HOMO-LUMO gap in eV: 8.72
E_HOMO in eV: -8.000
SMILES: Cc1ccc(NC(=O)c2ccc(Nc3ccccc3F)nc2)cc1

```
40
C19H16FN3O, DFT ωB97M-V/def2-TZVPD
C -0.2482 -2.6180 3.7931
C -0.1166 -1.1625 3.4642
C 0.8815 -0.3805 4.0286
C 1.0022 0.9588 3.7081
C 0.1201 1.5482 2.8089
C -0.9115 0.7813 2.2734
C -1.0141 -0.5575 2.5911
H -1.8080 -1.1444 2.1542
H -1.6328 1.2341 1.6113
N 0.2723 2.9065 2.4964
C 0.0301 3.5583 1.3230
O 0.0417 4.7740 1.2768
C -0.1873 2.7169 0.1202
C 0.6062 1.6111 -0.1717
N 0.4409 0.8610 -1.2396
C -0.5351 1.1628 -2.0903
C -1.3346 2.3059 -1.9412
C -1.1505 3.0850 -0.8227
H -1.7446 3.9706 -0.6521
H -2.0775 2.5542 -2.6840
N -0.7267 0.3261 -3.1616
C -0.0910 -0.8989 -3.3392
C 0.3787 -1.2696 -4.5980
C 0.9984 -2.4881 -4.7995
C 1.1680 -3.3672 -3.7436
C 0.6826 -3.0343 -2.4909
C 0.0485 -1.8224 -2.3008
F -0.4941 -1.5736 -1.0914
H 0.7713 -3.7112 -1.6559
H 1.6616 -4.3141 -3.8952
H 1.3559 -2.7481 -5.7840
H 0.2548 -0.5819 -5.4222
H -1.1648 0.7272 -3.9776
H 1.4265 1.3200 0.4706
H 0.5942 3.5069 3.2460
H 1.7901 1.5532 4.1486
H 1.5807 -0.8232 4.7234
H -0.3058 -3.2073 2.8798
H -1.1607 -2.7960 4.3619
H 0.5977 -2.9636 4.3817
```

---

Entry from the OMol25 dataset: a cluster of 2 separate species, H5NO in total at a distorted geometry (ωB97M-V/def2-TZVPD).

Calculated values
Relative energy (zero: lowest compared OMol25 entry of this formula, charge and spin) in kJ/mol: 27.0
HOMO-LUMO gap in eV: 10.79
E_HOMO in eV: -10.069
SMILES: N.O

```
7
H5NO, DFT ωB97M-V/def2-TZVPD
N 0.3341 -1.5199 0.1041
H 0.1282 -0.7782 0.7809
H -0.5666 -1.8950 -0.2101
H 0.7691 -1.0702 -0.7078
O 0.1671 1.8505 -0.0125
H -0.5050 1.8823 -0.7305
H -0.3271 1.5304 0.7759
```